No. 1
61
Properties=species:S:1:pos:R:3 method="wB97M-V/def2-TZVPD" total_charge=0 homo_lumo_gap_ev=6.1 homo_energy_ev=-7.93
W 0.64 0.54 -1.56
C -1.90 -1.44 3.27
C -1.13 -0.21 2.85
C 0.26 -0.32 2.72
C 0.94 -1.66 2.89
C 1.04 0.81 2.43
C 2.54 0.73 2.43
C 0.41 2.03 2.16
C 1.21 3.25 1.80
C -0.98 2.13 2.24
C -1.62 3.46 1.91
C -1.76 1.02 2.62
C -3.25 1.22 2.77
H -1.48 -1.87 4.18
H -1.86 -2.21 2.50
H -2.95 -1.24 3.47
H 1.71 -1.80 2.12
H 0.25 -2.49 2.82
H 1.44 -1.73 3.86
H 2.91 -0.20 2.86
H 2.97 1.55 3.02
H 2.95 0.80 1.42
H 1.25 3.95 2.64
H 0.77 3.78 0.96
H 2.23 3.00 1.52
H -1.49 3.70 0.85
H -1.16 4.27 2.48
H -2.69 3.48 2.12
H -3.71 1.55 1.83
H -3.47 1.98 3.51
H -3.78 0.32 3.07
Cl -5.96 0.34 -1.00
C -4.36 0.87 -1.33
C -4.15 1.95 -2.20
Cl -5.48 2.75 -2.93
C -2.85 2.37 -2.50
Cl -2.52 3.65 -3.59
C -1.79 1.72 -1.89
O -0.48 2.02 -2.06
C -2.01 0.67 -0.99
O -0.87 0.19 -0.44
C -3.29 0.21 -0.73
Cl -3.50 -1.16 0.27
O 2.90 -1.15 -0.46
S 3.44 -0.82 -1.80
O 2.32 -0.03 -2.57
O 1.67 1.49 -0.63
C 3.31 -2.34 -2.77
C 4.50 -2.99 -3.03
C 4.52 -4.19 -3.75
C 3.34 -4.74 -4.21
C 2.13 -4.10 -3.95
C 2.12 -2.90 -3.25
S 0.47 -2.28 -3.03
O 0.49 -1.02 -4.10
O 0.37 -1.61 -1.68
O -0.01 0.16 -3.48
H 5.43 -2.56 -2.67
H 5.46 -4.68 -3.94
H 3.34 -5.67 -4.76
H 1.20 -4.53 -4.29

=====

No. 2
43
Properties=species:S:1:pos:R:3 method="wB97M-V/def2-TZVPD" total_charge=+1 homo_lumo_gap_ev="7.2 / 7.1" homo_energy_ev="-10.69 / -11.99" spin_multiplicity=3
Pt -0.19 -0.75 -0.23
C 4.16 -0.69 -0.93
C 2.82 -1.06 -0.84
N 1.87 -0.19 -0.55
C 2.19 1.11 -0.36
C 3.51 1.57 -0.42
C 4.51 0.62 -0.71
C 3.79 2.96 -0.23
C 2.78 3.85 -0.05
C 1.42 3.41 -0.01
C 0.34 4.30 0.14
C -0.94 3.80 0.19
C -1.13 2.42 0.10
N -0.14 1.57 -0.05
C 1.12 2.04 -0.12
H 4.91 -1.43 -1.18
H 2.50 -2.08 -1.02
H 5.54 0.94 -0.77
H 4.82 3.29 -0.25
H 2.99 4.90 0.06
H 0.53 5.36 0.22
H -1.79 4.46 0.30
H -2.13 2.00 0.15
Se -2.14 -1.90 -0.64
C -3.73 -0.85 -0.44
C -4.54 -0.59 -1.54
C -5.72 0.11 -1.33
N -6.11 0.54 -0.14
C -5.34 0.28 0.91
C -4.13 -0.40 0.81
H -4.27 -0.93 -2.53
H -6.38 0.33 -2.16
H -5.69 0.63 1.87
H -3.53 -0.59 1.69
C 1.11 -5.33 0.66
C 0.79 -3.86 0.77
N 0.72 -3.36 2.01
O 0.62 -3.15 -0.23
H 2.11 -5.52 1.04
H 1.05 -5.63 -0.38
H 0.40 -5.91 1.24
H 0.83 -3.92 2.84
H 0.47 -2.38 2.12

=====

No. 3
14
Properties=species:S:1:pos:R:3 method="wB97M-V/def2-TZVPD" total_charge=-1 homo_lumo_gap_ev=7.0 homo_energy_ev=-4.08
C -0.96 0.07 -0.02
C -2.19 0.88 -0.02
C -0.06 0.07 -1.26
C -0.27 -0.29 1.17
N -2.44 -0.33 -0.19
O -3.24 -1.23 -0.31
Cl -2.78 2.48 0.05
Cl 2.41 2.16 0.17
H 0.76 -0.82 -1.21
H 0.36 1.09 -1.35
H -0.66 -0.22 -2.17
H 0.67 0.23 1.43
H -0.03 -1.42 1.39
H -0.89 -0.23 2.19

=====

No. 4
27
Properties=species:S:1:pos:R:3 method="wB97M-V/def2-TZVPD" total_charge=0 homo_lumo_gap_ev=8.9 homo_energy_ev=-7.89 smiles=Cc1c[nH]c2ccccc12.CC
C -0.47 -3.74 -0.68
C -0.60 -2.71 0.37
C -1.37 -2.74 1.52
N -1.20 -1.58 2.25
C -0.36 -0.74 1.54
C 0.11 0.54 1.90
C 1.16 1.01 1.17
C 1.60 0.37 -0.02
C 1.10 -0.89 -0.36
C 0.04 -1.44 0.40
H -1.21 -3.56 -1.47
H -0.76 -4.71 -0.24
H 0.54 -3.92 -1.04
H -2.12 -3.44 1.84
H -1.34 -1.52 3.25
H -0.37 1.00 2.76
H 1.55 2.02 1.25
H 2.36 0.76 -0.69
H 1.37 -1.26 -1.34
C 0.55 3.08 -2.08
C -0.53 3.56 -1.09
H 1.47 3.51 -1.70
H 0.55 2.00 -2.15
H 0.33 3.40 -3.10
H -0.62 2.81 -0.29
H -0.25 4.42 -0.48
H -1.50 3.77 -1.54

=====

No. 5
49
Properties=species:S:1:pos:R:3 method="wB97M-V/def2-TZVPD" total_charge=-2 homo_lumo_gap_ev="4.8 / 4.6" homo_energy_ev="0.24 / 0.45"
Sc -0.33 -0.17 0.20
C -0.18 -3.51 3.14
C -0.08 -2.90 1.91
N -0.78 -1.78 1.57
C -1.67 -1.25 2.49
C -1.81 -1.81 3.79
C -1.02 -2.96 4.11
C -2.71 -1.24 4.70
C -3.47 -0.15 4.32
C -3.37 0.39 3.05
C -2.46 -0.12 2.09
N -2.25 0.31 0.80
C -2.85 1.28 0.04
C -3.92 2.14 0.36
C -4.51 2.95 -0.59
C -4.10 2.94 -1.91
C -3.01 2.14 -2.29
C -2.54 2.07 -3.64
C -1.41 1.30 -3.92
C -0.74 0.66 -2.90
N -1.16 0.69 -1.60
C -2.33 1.38 -1.30
H 0.40 -4.39 3.34
H 0.56 -3.32 1.14
H -1.11 -3.40 5.10
H -2.79 -1.66 5.70
H -4.17 0.29 5.03
H -4.00 1.23 2.81
H -4.30 2.19 1.36
H -5.33 3.60 -0.30
H -4.59 3.54 -2.66
H -3.07 2.59 -4.42
H -1.04 1.21 -4.94
H 0.18 0.13 -3.09
N 2.72 0.19 1.82
C 2.58 -0.90 0.99
N 3.37 -1.94 1.03
N 2.97 -2.76 0.02
N 1.97 -2.16 -0.59
N 1.67 -0.97 -0.02
C 1.81 1.21 1.95
N 1.97 2.20 2.81
N 0.90 3.00 2.59
N 0.15 2.54 1.66
N 0.70 1.37 1.21
H 3.36 0.07 2.59
C 1.26 -2.65 -1.63
H 0.61 -1.97 -2.15
H 1.62 -3.56 -2.08

=====

No. 6
77
Properties=species:S:1:pos:R:3 method="wB97M-V/def2-TZVPD" total_charge=0 homo_lumo_gap_ev=9.2 homo_energy_ev=-8.85 smiles="Cc1cccc(CN(CCOC=O)C(=O)O)c1.CCO.CCO.CCO.CCO.CCO"
C -3.90 -0.37 -6.48
C -3.01 -1.11 -5.37
C -2.37 -2.50 -5.57
C -1.49 -3.22 -4.49
C -1.24 -2.48 -3.16
C -1.86 -1.08 -2.95
C -1.51 -0.35 -1.54
N -0.05 -0.03 -1.60
C 0.25 1.17 -2.43
C 1.38 0.75 -3.50
O 1.08 1.13 -4.87
C 0.84 2.53 -5.00
O 1.67 3.42 -4.71
C 0.59 0.00 -0.30
O 1.55 0.79 0.01
O 0.21 -0.92 0.76
C -2.76 -0.35 -4.02
H -4.97 -0.19 -6.14
H -3.82 -0.99 -7.44
H -3.40 0.65 -6.68
H -2.52 -3.04 -6.56
H -1.00 -4.23 -4.65
H -0.58 -2.93 -2.33
H -2.17 0.58 -1.46
H -1.80 -1.10 -0.73
H -0.70 1.41 -3.05
H 0.48 2.12 -1.84
H 2.40 1.10 -3.13
H 1.41 -0.40 -3.49
H -0.22 2.82 -5.35
H 1.04 -1.47 0.85
H -3.17 0.69 -3.79
C -6.92 -1.33 -10.83
C -5.77 -0.95 -9.92
O -6.15 -1.12 -8.56
H -7.80 -0.72 -10.62
H -6.64 -1.20 -11.88
H -7.21 -2.38 -10.68
H -5.50 0.10 -10.06
H -4.89 -1.57 -10.12
H -6.38 -2.05 -8.43
C 5.66 0.24 -0.35
C 5.17 -1.19 -0.40
O 3.93 -1.30 0.30
H 5.79 0.57 0.68
H 6.61 0.35 -0.88
H 4.93 0.92 -0.81
H 5.89 -1.85 0.08
H 5.02 -1.52 -1.43
H 3.30 -0.72 -0.13
C 1.28 0.45 3.98
C -0.12 0.75 4.46
O -0.83 1.50 3.48
H 1.82 1.38 3.77
H 1.84 -0.12 4.72
H 1.26 -0.11 3.04
H -0.10 1.33 5.39
H -0.67 -0.18 4.66
H -0.85 0.97 2.67
C 1.93 2.63 7.96
C 0.52 2.92 8.44
O -0.18 3.67 7.46
H 2.47 3.56 7.75
H 2.48 2.05 8.70
H 1.90 2.06 7.02
H 0.55 3.50 9.37
H -0.03 1.99 8.64
H -0.21 3.15 6.65
C 3.43 -1.74 10.72
C 3.14 -0.29 11.05
O 2.31 0.29 10.06
H 3.92 -1.81 9.74
H 4.08 -2.19 11.47
H 2.51 -2.31 10.66
H 4.07 0.29 11.09
H 2.64 -0.20 12.02
H 1.48 -0.22 10.04

=====

No. 7
14
Properties=species:S:1:pos:R:3 method="wB97M-V/def2-TZVPD" total_charge=0 homo_lumo_gap_ev=10.3 homo_energy_ev=-10.20 smiles="Cc1oncc1C(=O)O"
C 0.91 2.14 0.04
C 0.80 0.63 -0.01
O 2.09 0.03 0.06
N 1.88 -1.37 -0.02
C 0.57 -1.55 -0.15
C -0.05 -0.35 -0.13
C -1.53 -0.09 -0.11
O -2.23 0.20 -1.10
O -2.19 -0.20 1.08
H -0.02 2.56 -0.38
H 1.05 2.40 1.07
H 1.70 2.55 -0.30
H 0.06 -2.59 -0.38
H -1.41 -0.35 1.93

=====

No. 8
74
Properties=species:S:1:pos:R:3 method="wB97M-V/def2-TZVPD" total_charge=0 homo_lumo_gap_ev=5.0 homo_energy_ev=-5.97
Sn -0.18 0.07 0.21
P -0.79 2.52 -0.01
C -2.48 2.55 -0.76
C -0.84 3.27 1.66
C 0.37 3.26 -1.24
C -3.42 1.37 -0.44
H -2.21 2.51 -1.84
C -3.11 3.88 -0.39
H -3.56 3.83 0.61
H -3.91 4.05 -1.12
H -2.43 4.73 -0.44
H -3.25 0.51 -1.11
H -4.44 1.72 -0.62
H -3.38 1.03 0.60
H 0.13 2.66 -2.13
C 1.85 3.07 -0.93
C 0.00 4.72 -1.40
H -0.91 4.83 -1.99
H 0.83 5.19 -1.94
H -0.11 5.23 -0.43
H 2.06 2.21 -0.26
H 2.28 3.96 -0.46
H 2.39 2.85 -1.86
C -1.72 2.46 2.62
H -1.34 4.22 1.39
C 0.54 3.57 2.21
H -2.78 2.49 2.35
H -1.60 2.93 3.61
H -1.37 1.42 2.73
H 1.19 2.69 2.21
H 0.42 3.85 3.27
H 1.03 4.40 1.69
Cl 0.55 0.19 2.52
H -1.83 -0.56 0.27
H 1.28 0.55 -1.18
P 0.82 -2.34 -0.38
C 1.41 -2.61 -2.09
C 1.75 -3.29 0.86
C -1.01 -3.24 -0.53
C 2.30 -1.46 -2.55
H 0.50 -2.63 -2.72
C 2.15 -3.93 -2.16
H 3.14 -3.84 -1.70
H 2.29 -4.14 -3.23
H 1.61 -4.78 -1.73
H 1.71 -0.59 -2.88
H 2.91 -1.80 -3.38
H 2.98 -1.10 -1.77
H -1.44 -2.74 -1.42
C -1.97 -3.02 0.66
C -0.87 -4.74 -0.85
H -0.54 -4.92 -1.88
H -1.85 -5.22 -0.73
H -0.18 -5.25 -0.15
H -1.67 -2.22 1.35
H -2.08 -3.94 1.25
H -2.97 -2.77 0.26
C 3.07 -2.56 0.99
H 1.91 -4.25 0.35
C 1.05 -3.45 2.19
H 3.72 -2.69 0.11
H 3.56 -2.78 1.93
H 2.87 -1.50 1.06
H 0.69 -2.50 2.62
H 1.83 -3.84 2.86
H 0.24 -4.19 2.13
F 5.17 2.36 2.06
C 3.83 2.35 1.96
F 3.25 2.19 3.17
F 3.41 3.53 1.44
S 3.52 0.72 0.92
O 4.16 0.72 -0.41
O 3.88 -0.19 2.01
O 1.64 -0.97 -0.14

=====

No. 9
54
Properties=species:S:1:pos:R:3 method="wB97M-V/def2-TZVPD" total_charge=+1 homo_lumo_gap_ev="5.9 / 5.9" homo_energy_ev="-11.69 / -11.69"
C -0.97 1.84 -0.99
C 0.42 1.79 -1.31
C 0.67 0.59 -2.07
H 1.14 2.57 -1.08
C -0.58 -0.09 -2.23
C -1.60 0.67 -1.56
H -2.67 0.47 -1.56
H -1.47 2.64 -0.44
H 1.61 0.31 -2.53
H -0.76 -1.00 -2.81
Sn -0.25 -0.12 0.28
Cl -0.80 -2.48 0.32
P 2.21 -0.55 0.85
C 3.20 -1.31 -0.45
C 4.54 -0.91 -0.64
H 4.95 -0.10 -0.04
C 5.33 -1.59 -1.57
H 6.38 -1.28 -1.69
C 4.79 -2.65 -2.30
H 5.41 -3.17 -3.02
C 3.45 -3.05 -2.12
H 3.04 -3.88 -2.70
C 2.65 -2.37 -1.20
H 1.62 -2.67 -1.03
C 3.02 0.99 1.35
C 3.32 1.98 0.40
H 3.13 1.80 -0.66
C 3.89 3.19 0.80
H 4.14 3.95 0.05
C 4.15 3.41 2.16
H 4.62 4.35 2.48
C 3.83 2.44 3.12
H 4.04 2.61 4.19
C 3.25 1.24 2.72
H 2.99 0.48 3.45
C 2.28 -1.67 2.27
C 3.46 -2.40 2.46
H 4.26 -2.32 1.73
C 3.61 -3.21 3.59
H 4.54 -3.76 3.73
C 2.56 -3.30 4.51
H 2.68 -3.93 5.40
C 1.36 -2.59 4.33
H 0.55 -2.66 5.06
C 1.22 -1.78 3.20
H 0.29 -1.23 3.03
C -0.90 1.13 3.84
S -2.30 0.24 2.43
O -2.71 0.40 0.95
O -3.10 1.11 3.30
O -0.44 1.09 1.82
H -1.30 0.93 4.81
H -0.99 2.20 3.64
H 0.18 0.86 3.82

=====

No. 10
17
Properties=species:S:1:pos:R:3 method="wB97M-V/def2-TZVPD" total_charge=-1 homo_lumo_gap_ev=9.3 homo_energy_ev=-5.47
C 0.56 0.68 -0.98
O -0.32 -0.22 -0.35
H 0.15 1.28 -1.86
H 1.47 0.28 -1.38
H 0.70 1.50 -0.31
H 1.37 -2.54 -1.17
H 0.19 -1.36 -1.23
O 0.49 -2.29 -1.55
H -1.98 0.09 -0.55
H -2.49 0.73 0.77
O -2.79 0.59 -0.14
H 1.67 -0.32 2.03
H 0.85 -0.54 0.63
O 1.62 -0.85 1.22
H -0.18 1.72 1.69
H -0.59 0.30 1.17
O -0.71 0.97 2.00